No. 1
# C5H8O

One molecule with the formula C5H8O (the ωB97M-V functional and the def2-TZVPD basis, OMol25).

Computed properties:
**DFT total energy**: -270.515377 hartree
**Energy relative to the best compared isomer or geometry (same formula, charge and spin)**: 26.7 kcal/mol
**HOMO level**: -9.7 eV
**F_max**: 0.006 hartree/bohr
**Structure (SMILES)**: C[C@H]1C[C@H]1C=O

```
14
Properties=species:S:1:pos:R:3:mulliken_charge:R:1
H 1.362 0.997 -0.897 0.349
H 0.778 -1.297 -1.440 0.372
H 2.131 -0.866 0.587 0.268
C 1.087 -0.563 0.623 -0.734
H -1.061 1.935 -0.425 0.310
O -1.987 -0.889 0.283 -0.488
C -1.164 -1.318 -0.493 -0.172
H -1.449 -2.114 -1.209 0.321
C 0.625 0.566 -0.223 0.206
C -0.369 1.560 0.335 -1.323
C 0.241 -0.858 -0.603 -0.034
H 0.596 -0.681 1.587 0.257
H 0.180 2.413 0.746 0.370
H -0.968 1.116 1.130 0.297
```

=====

No. 2
# C5H8O

A 2-piece molecular cluster, C5H8O overall in a non-equilibrium geometry (the ωB97M-V functional and the def2-TZVPD basis, OMol25).

Computed properties:
**DFT total energy**: -270.508053 hartree
**Energy relative to the best compared isomer or geometry (same formula, charge and spin)**: 31.3 kcal/mol
**HOMO level**: -9.0 eV
**F_max**: 0.033 hartree/bohr

```
14
Properties=species:S:1:pos:R:3:mulliken_charge:R:1
O -2.482 -0.102 1.813 -0.188
H -0.938 1.204 -2.286 0.277
H 0.820 1.087 0.751 0.237
H 0.436 -1.995 0.971 0.304
H 1.835 -0.930 1.228 0.387
C 0.461 0.135 0.357 -0.351
C -2.188 -0.379 0.749 0.186
H 0.315 2.075 -1.382 0.298
H 0.763 0.997 -2.727 0.319
C 0.176 -0.007 -0.928 0.272
C 0.775 -0.993 1.299 -1.223
H -0.097 -1.001 -1.288 0.309
C 0.079 1.131 -1.884 -1.141
H 0.457 -0.836 2.347 0.314
```

=====

No. 3
# C5H8O

One molecule with the formula C5H8O in a non-equilibrium geometry (the ωB97M-V functional and the def2-TZVPD basis, OMol25).

Computed properties:
**DFT total energy**: -270.358795 hartree
**Energy relative to the best compared isomer or geometry (same formula, charge and spin)**: 124.9 kcal/mol
**HOMO level (alpha / beta)**: -7.3 / -7.3 eV
**F_max**: 0.067 hartree/bohr

```
14
Properties=species:S:1:pos:R:3:mulliken_charge:R:1
H 1.138 2.176 -0.216 0.198
C -2.126 -0.797 0.425 -1.018
H 2.465 -0.558 -0.897 0.309
O -0.247 -0.895 -1.265 -0.415
C 2.169 0.396 -0.358 -0.840
H -2.434 -0.174 -0.383 0.314
H -2.496 -1.798 0.283 0.307
C 1.181 1.319 -0.898 -0.076
H 2.340 0.359 0.822 0.215
H 1.193 1.427 -2.025 0.220
C 0.088 0.268 -0.609 -0.200
H 0.140 -1.617 0.627 0.288
C -0.569 -0.800 0.156 0.436
H -2.348 -0.289 1.439 0.261
```

=====

No. 4
# C5H8O

One molecule with the formula C5H8O (the ωB97M-V functional and the def2-TZVPD basis, OMol25).

Computed properties:
**DFT total energy**: -270.501311 hartree
**Energy relative to the best compared isomer or geometry (same formula, charge and spin)**: 35.5 kcal/mol
**HOMO level**: -9.3 eV
**F_max**: 0.013 hartree/bohr
**Structure (SMILES)**: C1C[C@@H]2C[C@@H]2O1

```
14
Properties=species:S:1:pos:R:3:mulliken_charge:R:1
H 1.543 0.599 -1.229 0.232
C 0.645 -1.050 -0.043 -0.123
C -1.485 -0.255 -0.432 -0.397
O -0.457 -1.130 -0.920 -0.404
H -2.094 0.049 -1.290 0.289
C 1.633 0.085 -0.275 -0.756
H -1.287 1.352 1.086 0.330
H 0.790 0.208 1.782 0.383
H 2.641 0.120 0.138 0.277
C -0.744 0.899 0.253 -0.628
C 0.527 0.217 0.731 -0.068
H -0.508 1.686 -0.472 0.230
H -2.143 -0.771 0.286 0.258
H 0.938 -2.009 0.385 0.375
```

=====

No. 5
# C5H8O

One molecule with the formula C5H8O (the ωB97M-V functional and the def2-TZVPD basis, OMol25).

Computed properties:
**DFT total energy**: -270.468336 hartree
**Energy relative to the best compared isomer or geometry (same formula, charge and spin)**: 56.2 kcal/mol
**HOMO level**: -9.4 eV
**F_max**: 0.012 hartree/bohr
**Structure (SMILES)**: CC#CCCO

```
14
Properties=species:S:1:pos:R:3:mulliken_charge:R:1
H -2.366 1.720 -1.917 0.298
H -2.425 2.062 -0.168 0.302
H 1.860 -1.101 -1.066 0.307
C 1.493 -0.969 1.084 -0.464
C 0.323 0.358 -0.695 -0.579
H 0.526 0.602 1.655 0.310
C -0.667 1.034 -0.821 0.555
H 2.528 -0.609 1.180 0.265
C -2.084 1.360 -0.929 -1.054
H 0.260 -1.648 -0.547 0.217
H -2.589 0.404 -0.754 0.267
O 0.634 -0.305 1.978 -0.492
H 1.475 -2.021 1.385 0.276
C 1.033 -0.886 -0.385 -0.208
```

=====

No. 6
# C5H8O

One molecule with the formula C5H8O (the ωB97M-V functional and the def2-TZVPD basis, OMol25).

Computed properties:
**DFT total energy**: -270.520359 hartree
**Energy relative to the best compared isomer or geometry (same formula, charge and spin)**: 23.6 kcal/mol
**HOMO level**: -9.5 eV
**F_max**: 0.011 hartree/bohr
**Structure (SMILES)**: C[C@H]1CCC1=O

```
14
Properties=species:S:1:pos:R:3:mulliken_charge:R:1
H -2.647 -0.155 0.118 0.312
C 1.802 -0.426 0.166 -1.254
H 1.635 -1.495 -0.014 0.315
H 2.517 -0.104 -0.602 0.332
H -0.518 -0.273 -1.885 0.343
H -1.952 1.351 -0.506 0.235
C -1.710 0.383 -0.047 -0.522
C -0.639 0.529 1.064 0.347
H 2.278 -0.306 1.141 0.321
H -0.624 -1.421 -0.498 0.306
C 0.484 0.328 0.023 0.321
C -0.602 -0.368 -0.805 -0.765
O -0.677 0.634 2.258 -0.557
H 0.652 1.324 -0.412 0.267
```

=====

No. 7
# C5H8O

One molecule with the formula C5H8O (the ωB97M-V functional and the def2-TZVPD basis, OMol25).

Computed properties:
**DFT total energy**: -270.396606 hartree
**Energy relative to the best compared isomer or geometry (same formula, charge and spin)**: 101.2 kcal/mol
**HOMO level (alpha / beta)**: -8.5 / -8.5 eV
**F_max**: 0.008 hartree/bohr

```
14
Properties=species:S:1:pos:R:3:mulliken_charge:R:1
H 2.379 1.411 0.348 0.376
C -0.248 -0.361 0.349 0.093
C -1.470 -0.913 -0.347 -1.301
H -0.254 1.321 -0.571 0.220
C 1.103 -0.414 -0.326 -0.537
H -2.401 -0.653 0.164 0.348
H -0.198 -0.676 1.392 0.392
C 1.401 0.988 0.108 -0.148
C 0.104 1.401 0.545 0.014
O -0.380 2.242 1.306 -0.684
H 1.119 -0.626 -1.401 0.269
H 1.775 -1.121 0.174 0.292
H -1.388 -2.009 -0.347 0.347
H -1.542 -0.590 -1.392 0.318
```

=====

No. 8
# C5H8O

C5H8O as an isolated structure in a non-equilibrium geometry (the ωB97M-V functional and the def2-TZVPD basis, OMol25).

Computed properties:
**DFT total energy**: -270.375651 hartree
**Energy relative to the best compared isomer or geometry (same formula, charge and spin)**: 114.4 kcal/mol
**HOMO level**: -8.4 eV
**F_max**: 0.032 hartree/bohr

```
14
Properties=species:S:1:pos:R:3:mulliken_charge:R:1
H -0.182 2.119 -0.042 0.276
C -1.095 -0.221 0.885 -1.046
C 0.335 -0.088 0.367 0.297
H 1.157 -0.844 -1.555 0.311
H 2.155 -0.222 1.025 0.352
H -0.184 -1.863 -1.002 0.275
C 0.249 -0.862 -0.966 -0.428
H 1.156 1.453 -1.000 0.312
O 1.265 -0.332 1.399 -0.571
C 0.248 1.209 -0.463 -0.412
H -1.366 -1.235 1.183 0.378
H -1.750 0.014 -0.090 0.319
H -1.376 0.538 1.615 0.378
C -0.611 0.335 -1.356 -0.440
```

=====

No. 9
# C5H8O

A 2-piece molecular cluster, C5H8O overall in a non-equilibrium geometry (the ωB97M-V functional and the def2-TZVPD basis, OMol25).

Computed properties:
**Multiplicity**: 3
**DFT total energy**: -270.322847 hartree
**Energy relative to the best compared isomer or geometry (same formula, charge and spin)**: 12.7 kcal/mol
**HOMO level (alpha / beta)**: -5.1 / -9.9 eV
**F_max**: 0.169 hartree/bohr

```
14
Properties=species:S:1:pos:R:3:mulliken_spin:R:1
H -0.088 1.010 1.261 -0.008
H 1.499 -0.315 -2.017 0.014
C 0.854 0.482 1.009 0.044
H -1.878 0.936 0.312 -0.002
O -2.464 0.318 -0.226 0.003
H 1.801 2.144 -0.404 0.026
C 1.548 1.138 -0.215 0.749
H 1.489 0.191 1.829 0.002
H -0.768 -2.091 0.836 0.009
C 0.564 -0.670 0.022 0.081
C -0.236 -1.718 -0.033 0.552
C 1.368 0.059 -1.003 0.519
H -3.267 0.801 -0.414 0.001
H -0.424 -2.283 -0.956 0.010
```

=====

No. 10
# C5H8O2

An isolated ion of composition C5H8O2 and charge -1 in a non-equilibrium geometry (the ωB97M-V functional and the def2-TZVPD basis, OMol25).

Computed properties:
**Multiplicity**: 2
**DFT total energy**: -345.688789 hartree
**Energy relative to the best compared isomer or geometry (same formula, charge and spin)**: 37.2 kcal/mol
**Charge**: -1
**HOMO level (alpha / beta)**: -0.9 / -2.4 eV
**F_max**: 0.039 hartree/bohr

```
15
Properties=species:S:1:pos:R:3:mulliken_spin:R:1
H 0.247 1.704 -0.413 0.002
H -1.434 -0.209 1.262 0.031
H -2.754 -2.885 -2.296 -0.005
C 0.187 1.077 0.491 -0.071
H -0.015 1.763 1.335 0.010
C -0.868 0.044 0.357 0.519
H 2.633 1.789 1.829 0.000
O 2.669 1.462 0.924 0.003
C 1.677 0.474 0.751 0.095
C -2.147 -1.638 -0.961 0.242
H -0.557 -0.387 -1.713 0.005
C -1.168 -0.649 -0.827 0.119
H 1.967 -0.125 -0.123 -0.002
O -2.067 -2.221 -2.240 0.084
H 1.630 -0.200 1.623 -0.033
```